# 1
Computed, not measured: a molecular structure, C65H70GeMoO2SeSi, with the ωB97M-V functional and the def2-TZVPD basis.

The geometry in XYZ format:
```
141
Properties=species:S:1:pos:R:3:mulliken_charge:R:1
Mo -0.3052 0.2856 -0.3190 -1.56
C -0.6890 3.3792 -7.6551 -1.68
C -1.4837 3.7893 -6.4075 2.05
C -2.9675 3.5352 -6.6776 -2.04
C -1.2855 5.2887 -6.1494 -1.61
C -0.9829 3.0026 -5.1972 -0.18
C -1.8153 2.2411 -4.3959 -0.68
C -1.3054 1.5684 -3.2968 0.20
Se -2.4468 0.4309 -2.2612 0.12
C -3.2483 1.6905 -1.0629 0.64
C -4.2952 2.4870 -1.5106 -0.85
C -4.8516 3.4399 -0.6796 -0.62
C -4.2955 3.5814 0.5954 -0.18
C -3.2534 2.8100 1.0904 -0.35
C -2.7624 1.7940 0.2422 0.22
O -1.8385 0.9076 0.6755 -0.34
C -2.5900 3.1438 2.4263 2.46
C -1.1833 3.6720 2.1106 -1.14
C -3.3410 4.2493 3.1733 -2.50
C -2.5164 1.9348 3.3682 -1.72
C -5.9860 4.3635 -1.1129 2.05
C -5.4680 5.8080 -1.1549 -1.55
C -7.1432 4.2671 -0.1105 -1.71
C -6.5188 4.0001 -2.4998 -2.02
C 0.0642 1.6008 -2.9971 -0.15
O 0.5019 0.9054 -1.9308 0.34
C 0.9464 2.3464 -3.7953 0.43
C 0.3689 3.0327 -4.8642 -1.00
C 2.4586 2.5082 -3.5939 2.81
C 3.1828 2.1170 -4.8905 -1.72
C 3.0657 1.6545 -2.4785 -2.37
C 2.7426 3.9826 -3.2659 -1.95
H -1.1032 3.8650 -8.5400 0.47
H 0.3591 3.6670 -7.5804 0.31
H -0.7317 2.2995 -7.8060 0.33
H -3.2765 4.0871 -7.5664 0.46
H -3.1703 2.4778 -6.8541 0.40
H -3.5924 3.8710 -5.8489 0.28
H -1.6415 5.8707 -7.0015 0.47
H -1.8368 5.6061 -5.2629 0.32
H -0.2337 5.5298 -5.9932 0.30
H -2.8733 2.1713 -4.6039 0.43
H -4.6572 2.3445 -2.5191 0.42
H -4.6976 4.3541 1.2334 0.42
H -1.2432 4.5265 1.4336 0.32
H -0.6809 3.9913 3.0239 0.41
H -0.5605 2.9072 1.6479 -0.08
H -3.3477 5.1904 2.6214 0.40
H -4.3718 3.9670 3.3935 0.44
H -2.8367 4.4320 4.1231 0.49
H -1.9881 1.0958 2.9261 -0.06
H -1.9925 2.2230 4.2817 0.50
H -3.5187 1.6032 3.6459 0.40
H -5.1610 6.1497 -0.1662 0.32
H -4.6074 5.8921 -1.8206 0.30
H -6.2487 6.4796 -1.5160 0.46
H -6.8500 4.6161 0.8791 0.33
H -7.9816 4.8810 -0.4440 0.46
H -7.4912 3.2375 -0.0143 0.37
H -5.7554 4.1207 -3.2699 0.26
H -6.8837 2.9727 -2.5353 0.39
H -7.3496 4.6591 -2.7550 0.47
H 1.0240 3.6348 -5.4789 0.33
H 3.0317 1.0578 -5.1056 0.30
H 2.8470 2.6886 -5.7545 0.30
H 4.2541 2.2895 -4.7748 0.48
H 2.8943 0.5908 -2.6354 0.15
H 4.1447 1.8230 -2.4646 0.80
H 2.6733 1.9159 -1.4976 -0.01
H 2.4200 4.6505 -4.0646 0.34
H 2.2268 4.2780 -2.3503 0.30
H 3.8137 4.1290 -3.1161 0.51
C 5.6584 -1.0377 -0.3637 -0.80
C 4.4748 -1.5002 -0.9178 -0.22
C 3.2566 -1.0953 -0.3940 0.07
C 3.1833 -0.2208 0.6893 0.83
C 4.3907 0.2337 1.2286 -0.42
C 5.6131 -0.1689 0.7144 -0.78
Si 1.5422 0.2995 1.4810 1.78
C 1.1260 -0.9116 2.8744 0.60
C -0.1572 -1.3945 3.1153 -0.35
C -0.4191 -2.2571 4.1712 -0.44
C 0.6105 -2.6684 5.0028 -0.63
C 1.8973 -2.1988 4.7822 -0.84
C 2.1454 -1.3258 3.7358 -0.44
C 1.8913 1.9352 2.3666 0.45
C 1.4780 2.1415 3.6837 -0.38
C 1.7224 3.3413 4.3375 -0.82
C 2.3787 4.3684 3.6797 -0.57
C 2.7914 4.1891 2.3664 -0.82
C 2.5515 2.9852 1.7240 -0.24
H 6.6112 -1.3506 -0.7714 0.39
H 4.4941 -2.1707 -1.7663 0.47
H 2.3484 -1.4656 -0.8560 -0.37
H 4.3795 0.9250 2.0633 0.35
H 6.5312 0.1985 1.1555 0.42
H -0.9777 -1.0943 2.4702 -0.13
H -1.4290 -2.6112 4.3386 0.40
H 0.4128 -3.3508 5.8197 0.38
H 2.7075 -2.5122 5.4284 0.41
H 3.1570 -0.9662 3.5849 0.35
H 0.9616 1.3498 4.2138 0.38
H 1.3962 3.4734 5.3620 0.41
H 2.5748 5.3036 4.1885 0.37
H 3.3059 4.9867 1.8456 0.44
H 2.8916 2.8616 0.7013 0.36
C -0.2867 -1.4016 -0.2699 0.90
Ge -0.3588 -3.0656 -1.2404 2.63
C -2.2596 -3.1628 -1.6822 -0.01
C -2.7132 -3.5595 -2.9348 -0.13
C -4.0701 -3.5709 -3.2270 -0.73
C -4.9908 -3.1814 -2.2684 -0.53
C -4.5529 -2.7909 -1.0104 -0.64
C -3.1971 -2.7823 -0.7232 -0.36
C 0.1832 -4.6320 -0.2303 0.04
C 0.2344 -4.6083 1.1587 -0.55
C 0.4550 -5.7723 1.8786 -0.49
C 0.6222 -6.9771 1.2130 -0.54
C 0.5764 -7.0136 -0.1722 -0.70
C 0.3567 -5.8480 -0.8890 -0.58
C 0.6666 -2.8557 -2.8858 0.35
C 1.8527 -3.5430 -3.1221 -0.53
C 2.5787 -3.3243 -4.2857 -0.68
C 2.1317 -2.4035 -5.2195 -0.69
C 0.9569 -1.7010 -4.9919 -0.79
C 0.2307 -1.9303 -3.8341 -0.35
H -2.0070 -3.8589 -3.7008 0.36
H -4.4064 -3.8765 -4.2094 0.42
H -6.0480 -3.1804 -2.5000 0.41
H -5.2671 -2.4864 -0.2559 0.44
H -2.8648 -2.4551 0.2569 0.26
H 0.1212 -3.6707 1.6882 0.34
H 0.4993 -5.7365 2.9596 0.48
H 0.7907 -7.8878 1.7731 0.38
H 0.7087 -7.9523 -0.6945 0.40
H 0.3190 -5.8938 -1.9720 0.39
H 2.2225 -4.2525 -2.3904 0.47
H 3.4991 -3.8681 -4.4584 0.44
H 2.6985 -2.2317 -6.1259 0.42
H 0.6064 -0.9742 -5.7143 0.53
H -0.6834 -1.3692 -3.6625 0.33
```

Output
Energy relative to the best compared isomer or geometry (same formula, charge and spin): 0.210 eV
HOMO-LUMO gap: 0.28243 Eh


# 2
Computed, not measured: a molecular structure, C6H13NO3, with the ωB97M-V functional and the def2-TZVPD basis.

The geometry in XYZ format:
```
23
Properties=species:S:1:pos:R:3:mulliken_charge:R:1
C 2.2546 1.0636 -2.1409 -0.68
O 0.8734 1.1209 -1.8745 -0.34
C 0.5589 1.5242 -0.5628 -0.76
C 0.6077 0.4509 0.5210 0.54
C -0.0128 0.9784 1.8047 -1.41
O 0.0454 -0.7226 -0.0319 -0.25
C -0.4755 -1.7543 0.7274 -0.91
C -1.9778 -1.7198 0.7633 0.77
N -2.8537 -0.8589 0.9460 -0.59
H 2.7683 0.3219 -1.5076 0.27
H 2.3760 0.7605 -3.1875 0.26
H 2.7305 2.0455 -1.9761 0.31
H 1.2035 2.3573 -0.2331 0.36
H -0.4692 1.9102 -0.6324 0.34
H 1.6702 0.2091 0.7079 0.19
H 0.6541 1.7305 2.2472 0.43
H -0.9770 1.4729 1.6206 0.36
H -0.2311 0.1899 2.5363 0.34
H -0.1453 -2.6991 0.2642 0.37
H -0.0713 -1.7911 1.7529 0.39
O -2.7750 -2.5608 -0.5411 -0.69
H -2.0982 -2.7040 -1.2201 0.28
H -3.6557 -1.3252 0.0164 0.43
```

Output
Energy relative to the best compared isomer or geometry (same formula, charge and spin): 5.732 eV
HOMO-LUMO gap: 0.38093 Eh


# 3
Computed, not measured: a single C4H4N4 molecule, with the ωB97M-V functional and the def2-TZVPD basis.

The geometry in XYZ format:
```
12
Properties=species:S:1:pos:R:3:mulliken_charge:R:1
C -0.3235 -0.4912 -0.3888 0.42
C 0.1271 -0.9324 -1.6705 -0.06
C 0.3984 0.4120 0.3018 0.40
C 1.5771 0.9643 -0.3310 0.17
H -1.8069 -0.7497 0.9031 0.25
H -2.0747 -1.4114 -0.7219 0.24
H 0.5649 0.4616 2.3075 0.23
H 0.0369 1.8321 1.7175 0.25
N -1.4556 -1.0684 0.0209 -0.47
N 0.3802 -1.1882 -2.7620 -0.38
N 0.0210 0.8669 1.5708 -0.60
N 2.5550 1.3045 -0.9473 -0.46
```

Output
Energy relative to the best compared isomer or geometry (same formula, charge and spin): 1.062 eV
HOMO-LUMO gap: 0.33978 Eh
Structure (SMILES): N#C/C(N)=C(/N)C#N


# 4
Computed, not measured: a single C5H12Si molecule, with the ωB97M-V functional and the def2-TZVPD basis.

The geometry in XYZ format:
```
18
Properties=species:S:1:pos:R:3:mulliken_charge:R:1
C 0.8744 -0.6129 1.0394 -0.91
C 1.0026 -0.7460 -0.4357 0.01
C 1.9733 0.1927 -1.1690 -1.42
C -0.9157 1.8929 0.4173 -1.01
C -2.2409 -1.1843 0.0581 -1.11
Si -0.7598 -0.0321 0.1225 0.24
H 1.0703 -1.5063 1.5516 0.39
H 1.3976 0.2883 1.4886 0.23
H 0.9967 -1.7623 -0.6591 0.54
H 2.9675 -0.1637 -1.0982 0.42
H 2.0201 1.2225 -0.8547 0.30
H 1.7689 0.1061 -2.2104 0.34
H 0.0584 2.3524 0.0866 0.25
H -1.5944 2.2970 -0.1816 0.41
H -1.1405 2.0594 1.5006 0.28
H -1.8210 -2.1578 0.1472 0.34
H -2.7327 -1.1881 0.9945 0.39
H -2.9248 -1.0580 -0.7976 0.31
```

Output
Energy relative to the best compared isomer or geometry (same formula, charge and spin): 1.145 eV
HOMO-LUMO gap: 0.31467 Eh
Structure (SMILES): C[C@H]1C[Si]1(C)C